{
  "formula": "C12H32FeO6",
  "method": "the ωB97M-V functional and the def2-TZVPD basis",
  "e_tot_ha": -2191.5103,
  "total_charge": -1,
  "spin_multiplicity": 6,
  "homo_lumo_gap_ev": [7.3, 6.9],
  "elements": ["Fe", "C", "C", "O", "H", "H", "H", "H", "H", "C", "C", "O", "H", "H", "H", "H", "H", "C", "C", "O", "H", "H", "H", "H", "H", "C", "C", "O", "H", "H", "H", "H", "H", "C", "C", "O", "H", "H", "H", "H", "H", "H", "C", "C", "O", "H", "H", "H", "H", "H", "H"],
  "positions_angstrom": [[0.278, 0.754, -0.109], [2.419, -2.654, 1.304], [2.855, -1.386, 0.561], [1.831, -0.514, 0.300], [1.607, -3.162, 0.798], [2.124, -2.441, 2.340], [3.347, -3.217, 1.484], [3.282, -1.740, -0.396], [3.676, -0.946, 1.151], [1.617, 2.481, 3.612], [0.496, 2.671, 2.570], [0.655, 1.864, 1.485], [1.480, 3.148, 4.468], [2.517, 2.860, 3.120], [1.673, 1.437, 3.906], [0.382, 3.716, 2.256], [-0.450, 2.472, 3.107], [-3.210, 1.756, 1.184], [-2.904, 1.492, -0.283], [-1.566, 1.501, -0.555], [-4.240, 1.565, 1.525], [-2.945, 2.732, 1.597], [-2.663, 1.056, 1.831], [-3.399, 2.271, -0.891], [-3.421, 0.551, -0.569], [3.091, 1.904, -3.084], [1.600, 1.842, -2.747], [1.249, 1.920, -1.399], [3.061, 1.995, -4.182], [3.659, 1.006, -2.839], [3.611, 2.815, -2.791], [1.103, 0.992, -3.227], [1.201, 2.784, -3.150], [-1.563, -2.425, -2.771], [-1.237, -0.944, -2.574], [-0.194, -0.778, -1.640], [-2.183, -2.575, -3.658], [-2.115, -2.873, -1.939], [-0.683, -3.076, -2.826], [-2.172, -0.531, -2.192], [-1.051, -0.394, -3.498], [0.579, -1.307, -1.870], [-1.389, -2.979, 1.027], [-1.937, -1.559, 1.153], [-0.847, -0.623, 1.243], [-2.209, -3.700, 0.957], [-0.698, -3.213, 1.832], [-0.878, -3.043, 0.067], [-2.595, -1.395, 2.009], [-2.472, -1.272, 0.248], [-0.373, -0.837, 2.055]],
  "forces_ev_per_angstrom": [[1.26, 2.40, 0.69], [0.90, 0.58, 1.00], [-1.05, 0.09, -0.43], [-0.77, 0.11, -0.19], [0.13, -0.39, -0.15], [-0.43, 0.32, -0.20], [-0.35, -0.64, -0.53], [0.38, -0.01, 0.00], [0.06, 0.23, -0.05], [-0.08, 1.24, -0.90], [-0.74, -0.53, 0.18], [0.05, -1.02, -0.81], [-0.26, -0.21, 0.21], [0.33, -0.62, 0.14], [0.24, -0.04, 0.02], [0.39, 0.35, 0.11], [-0.28, -0.17, 0.00], [-0.28, -0.61, 1.67], [0.19, 0.44, 0.13], [0.89, -0.70, -0.28], [-0.22, 0.18, -0.65], [0.17, 0.18, -0.59], [0.32, 0.04, -0.38], [-0.13, 0.00, 0.01], [0.02, -0.16, 0.02], [-0.36, -0.32, -1.18], [-0.51, 1.24, 1.74], [-0.02, -1.19, 0.51], [0.34, -0.28, -0.07], [0.03, 0.08, 0.27], [-0.18, -0.09, 0.65], [0.17, -0.17, -0.39], [-0.25, -0.16, -0.74], [0.17, -0.52, -0.13], [-0.95, -0.69, 0.01], [-0.20, 0.00, 0.14], [0.14, 0.00, -0.08], [-0.12, 0.47, 0.15], [0.16, 0.26, -0.43], [0.45, 0.56, 0.44], [0.32, -0.23, -0.16], [0.08, 0.13, 0.12], [-0.66, 0.37, -0.57], [0.73, 0.38, -0.39], [-0.71, -0.76, 0.58], [0.05, -0.05, 0.37], [-0.02, -0.18, 0.09], [0.34, 0.02, 0.15], [-0.08, -0.24, 0.03], [-0.09, -0.05, 0.08], [0.44, 0.35, -0.22]]
}

***

{
  "formula": "C12H32N6OS2V",
  "method": "the ωB97M-V functional and the def2-TZVPD basis",
  "e_tot_ha": -2620.1527,
  "total_charge": 2,
  "spin_multiplicity": 4,
  "homo_lumo_gap_ev": [7.4, 7.2],
  "elements": ["V", "N", "C", "C", "N", "C", "C", "N", "H", "H", "H", "H", "H", "H", "H", "H", "H", "H", "H", "H", "H", "N", "C", "C", "C", "N", "C", "C", "N", "C", "H", "H", "H", "H", "H", "H", "H", "H", "H", "H", "H", "H", "H", "H", "H", "H", "C", "O", "C", "S", "S", "H", "H", "H"],
  "positions_angstrom": [[1.007, 0.589, -0.744], [1.282, 2.097, -2.371], [1.973, 1.304, -3.427], [1.145, 0.073, -3.748], [0.858, -0.712, -2.527], [1.753, -1.872, -2.270], [2.645, -1.620, -1.070], [1.800, -1.297, 0.109], [1.830, 2.932, -2.175], [0.406, 2.449, -2.753], [2.134, 1.887, -4.335], [2.958, 1.025, -3.044], [0.196, 0.382, -4.192], [1.660, -0.529, -4.499], [-0.087, -1.086, -2.587], [1.121, -2.738, -2.067], [2.360, -2.100, -3.147], [3.289, -2.484, -0.898], [3.312, -0.766, -1.257], [1.016, -1.954, 0.182], [2.357, -1.360, 0.956], [-0.555, -0.295, 2.343], [-1.250, 0.954, 2.807], [-2.276, 1.395, 1.768], [-1.719, 2.103, 0.525], [-1.145, 1.151, -0.477], [-0.717, 3.190, 0.901], [0.380, 2.728, 1.853], [1.411, 1.903, 1.122], [-0.202, 2.028, 3.085], [-1.227, -1.043, 1.996], [-0.043, -0.750, 3.099], [0.080, 0.006, 1.607], [-1.763, 0.695, 3.731], [-2.930, 2.112, 2.270], [-2.911, 0.552, 1.484], [-2.574, 2.591, 0.054], [-1.406, 1.504, -1.396], [-1.640, 0.252, -0.393], [-1.261, 4.001, 1.391], [-0.276, 3.626, 0.000], [0.890, 3.615, 2.233], [2.020, 1.475, 1.819], [2.022, 2.587, 0.677], [-0.680, 2.803, 3.686], [0.600, 1.629, 3.716], [-2.512, -5.462, 0.811], [-2.010, -4.366, 0.017], [-1.857, -3.185, 0.557], [-2.214, -2.870, 2.172], [-1.358, -1.966, -0.554], [-2.549, -6.306, 0.132], [-3.505, -5.222, 1.185], [-1.840, -5.658, 1.644]],
  "forces_ev_per_angstrom": [[-0.56, 0.19, 0.28], [0.05, -0.02, 0.07], [0.02, 0.00, -0.11], [0.07, 0.02, -0.08], [-0.04, 0.10, 0.13], [-0.03, -0.07, -0.05], [0.10, -0.08, -0.05], [0.03, 0.20, 0.08], [0.00, -0.01, 0.00], [0.02, 0.01, -0.01], [0.01, 0.02, 0.03], [-0.01, -0.01, 0.00], [-0.02, 0.00, 0.04], [-0.02, -0.01, 0.00], [0.01, -0.05, 0.02], [0.01, -0.01, -0.02], [0.00, 0.04, 0.00], [-0.03, 0.00, 0.04], [0.03, -0.03, 0.00], [0.02, -0.03, -0.08], [-0.01, -0.04, -0.01], [-0.03, 0.59, 0.10], [0.05, 0.03, 0.01], [0.02, 0.03, -0.03], [0.01, 0.05, 0.01], [0.15, 0.05, -0.02], [-0.02, -0.03, 0.00], [-0.02, 0.09, 0.06], [0.07, 0.01, -0.11], [-0.02, -0.01, 0.02], [-0.19, -0.34, 0.02], [0.10, 0.10, -0.01], [0.16, -0.55, -0.17], [-0.02, -0.05, -0.03], [-0.01, -0.01, 0.00], [0.01, -0.01, -0.01], [0.00, -0.01, 0.01], [-0.05, -0.03, 0.01], [0.08, -0.06, -0.05], [0.01, 0.01, 0.00], [0.00, 0.01, 0.00], [0.03, -0.02, -0.04], [-0.01, 0.01, -0.01], [0.03, -0.04, -0.01], [-0.01, 0.00, -0.01], [0.00, 0.00, 0.00], [-0.01, -0.04, 0.04], [0.11, 0.05, -0.04], [-0.43, 0.13, 0.15], [0.10, -0.07, -0.13], [0.25, -0.13, -0.06], [0.01, 0.01, 0.00], [0.00, 0.01, 0.00], [0.00, 0.00, 0.00]]
}

***

{
  "formula": "C12H32O14S2V",
  "method": "the ωB97M-V functional and the def2-TZVPD basis",
  "e_tot_ha": -3270.0721,
  "total_charge": -3,
  "homo_lumo_gap_ev": 2.8,
  "elements": ["O", "V", "O", "S", "O", "O", "O", "O", "S", "O", "O", "O", "O", "C", "C", "C", "O", "H", "H", "H", "H", "H", "H", "H", "H", "C", "C", "C", "O", "H", "H", "H", "H", "H", "H", "H", "H", "C", "C", "C", "O", "H", "H", "H", "H", "H", "H", "H", "H", "C", "C", "C", "O", "H", "H", "H", "H", "H", "H", "H", "H"],
  "positions_angstrom": [[-0.551, -1.533, 0.388], [-0.559, -0.060, 1.023], [-0.463, 1.008, -0.211], [2.306, 0.855, 2.627], [3.599, 0.210, 2.575], [1.390, 0.067, 1.768], [1.818, 0.992, 4.005], [2.559, 2.224, 2.214], [-1.311, 2.371, 3.520], [-1.042, 1.705, 4.830], [-2.571, 3.098, 3.420], [-0.130, 3.210, 3.619], [-1.218, 1.379, 2.427], [4.365, -1.900, -1.623], [3.668, -0.900, -0.697], [3.408, 0.448, -1.392], [2.485, -1.471, -0.225], [5.283, -1.399, -1.940], [3.827, -2.126, -2.546], [4.635, -2.846, -1.151], [4.411, -0.810, 0.099], [2.992, 0.183, -2.367], [4.312, 1.040, -1.546], [2.726, 1.044, -0.786], [2.207, -1.016, 0.582], [0.039, -2.921, 3.375], [-1.377, -2.517, 3.755], [-1.483, -2.122, 5.241], [-1.680, -1.409, 2.932], [0.044, -3.243, 2.333], [0.294, -3.835, 3.918], [0.812, -2.180, 3.578], [-2.021, -3.363, 3.496], [-1.062, -1.117, 5.302], [-0.935, -2.851, 5.840], [-2.500, -2.108, 5.638], [-2.496, -1.019, 3.260], [-2.997, -0.215, -2.036], [-3.652, 0.310, -0.763], [-5.129, -0.062, -0.715], [-3.038, -0.201, 0.415], [-2.996, -1.304, -1.988], [-1.996, 0.217, -2.056], [-3.520, 0.126, -2.930], [-3.630, 1.398, -0.670], [-5.478, 0.289, 0.258], [-5.311, -1.126, -0.864], [-5.690, 0.541, -1.430], [-3.549, 0.121, 1.164], [0.394, 2.241, -3.421], [1.282, 2.168, -4.652], [1.050, 0.899, -5.520], [1.020, 3.361, -5.397], [0.654, 2.988, -2.672], [0.435, 1.309, -2.854], [-0.665, 2.331, -3.666], [2.302, 2.065, -4.274], [1.709, 0.914, -6.389], [0.025, 0.977, -5.884], [1.288, 0.041, -4.891], [1.707, 3.524, -6.047]],
  "forces_ev_per_angstrom": [[-0.05, 0.57, 0.27], [1.77, 3.44, -0.34], [-0.28, -1.99, 1.26], [2.33, 5.04, 5.20], [1.74, -2.86, -0.64], [-3.67, -2.20, -2.66], [-0.59, -2.14, -0.40], [-0.74, 0.96, -2.58], [4.00, 1.34, 5.71], [-3.50, -2.50, 0.45], [-1.42, -0.06, -0.60], [0.16, 2.62, -3.26], [-0.43, -2.89, -3.06], [0.20, 0.49, -0.61], [0.56, -0.48, 0.10], [0.17, -0.59, 0.22], [0.26, -0.66, -0.70], [0.28, -0.14, -0.09], [-0.38, 0.01, 0.02], [-0.15, 0.08, 0.26], [-0.32, 0.58, 0.48], [-0.34, 0.36, -0.14], [0.19, -0.10, 0.02], [-0.12, -0.05, -0.08], [-0.24, 0.50, 0.52], [-0.05, -0.97, 0.07], [0.94, 0.19, 0.35], [0.10, -0.19, -0.61], [-0.75, 0.05, -0.20], [0.14, 0.50, -0.17], [0.06, -0.04, 0.34], [-0.24, 0.29, -0.14], [-0.34, -0.12, 0.07], [0.14, 0.06, 0.33], [0.20, 0.13, 0.10], [-0.21, 0.11, -0.24], [0.20, 0.54, 0.11], [0.43, 0.62, 0.89], [-0.89, 0.11, 0.00], [-0.07, 0.69, 0.24], [0.38, -0.63, -0.21], [0.28, -0.01, -0.12], [0.25, -0.50, -0.09], [-0.26, 0.02, 0.10], [0.38, 0.17, -0.47], [-0.34, -0.40, 0.15], [-0.01, -0.01, 0.10], [-0.02, -0.19, -0.30], [0.24, 0.29, 0.20], [-0.42, -0.97, 0.34], [-0.28, -0.67, 0.37], [-0.02, 1.42, 0.54], [0.23, 0.20, -0.15], [0.18, 0.26, -0.39], [0.23, -0.14, -0.01], [-0.01, 0.29, -0.28], [0.32, 0.64, -0.20], [0.15, -0.03, -0.01], [-0.12, -0.61, 0.11], [-0.40, -0.22, -0.23], [0.13, -0.21, 0.04]]
}